Computed, not measured: 17 unconnected molecules or ions with the total composition C83H208N17O29, with wB97M-V/def2-TZVPD.

Last column: Mulliken charge in e.
Geometry (Å):
C  -4.50988  -8.51303  -1.72187  -1.317
C  -4.83481  -7.11873  -2.20262  -0.335
N  -6.21796  -6.53802  -1.87730  0.965
C  -6.24645  -5.15916  -2.48162  -0.817
C  -7.30690  -7.41281  -2.56974  -0.360
C  -8.73925  -6.97940  -2.27678  -1.268
C  -6.38787  -6.58107  -0.35180  -0.695
C  -5.24834  -6.02064  0.41873  -1.004
O  -4.88501  -4.68670  0.06344  0.326
C  -5.82380  -3.72164  0.60365  -0.602
H  -5.12223  -9.25031  -2.25090  0.435
H  -4.62830  -8.69202  -0.66103  0.289
H  -3.45624  -8.62702  -2.00577  0.273
H  -4.68191  -7.07327  -3.29100  0.560
H  -4.13672  -6.36565  -1.80916  -0.149
H  -6.26986  -5.22017  -3.59421  0.348
H  -5.36435  -4.55944  -2.20928  0.119
H  -7.13480  -4.64531  -2.08875  0.356
H  -7.18579  -8.45064  -2.23637  0.329
H  -7.01080  -7.35624  -3.60745  0.404
H  -9.28396  -7.74321  -2.83733  0.453
H  -9.06588  -5.98837  -2.61090  0.319
H  -9.04446  -7.13285  -1.24844  0.357
H  -6.49816  -7.65177  -0.13087  0.452
H  -7.32447  -6.05838  -0.16144  0.564
H  -4.38007  -6.64928  0.24104  0.020
H  -5.52395  -6.13660  1.47516  0.493
H  -6.82913  -3.82385  0.17552  0.355
H  -5.42632  -2.77225  0.18953  -0.084
H  -5.79387  -3.65078  1.68014  0.349
C  -1.28792  -4.44634  -0.06136  -1.199
C  -0.47408  -3.17524  0.31119  0.195
N  -1.22116  -1.85886  0.24255  0.879
C  -1.63374  -1.55747  -1.15394  -0.025
C  -2.44618  -1.81670  1.23179  -0.290
C  -2.16617  -2.12667  2.66285  -2.079
C  -0.18929  -0.70502  0.60558  -0.765
C  -0.82405  0.67691  0.81181  0.013
O  -1.15287  0.87707  2.19592  -0.361
C  -1.72404  2.14317  2.53834  -0.158
H  -0.75212  -5.27972  0.40068  0.562
H  -1.30357  -4.59911  -1.15567  -0.149
H  -2.31473  -4.48190  0.29245  0.202
H  0.42648  -2.99970  -0.30839  -0.413
H  -0.13784  -3.33151  1.33768  0.684
H  -2.22353  -2.39624  -1.54891  0.485
H  -0.72680  -1.40549  -1.73542  -0.247
H  -2.21268  -0.63012  -1.18961  -0.022
H  -3.17756  -2.52569  0.85205  0.504
H  -2.84383  -0.79609  1.10978  0.661
H  -1.43087  -1.43422  3.06652  0.279
H  -1.90811  -3.14285  2.89428  0.387
H  -3.10837  -1.93874  3.18732  0.534
H  0.54363  -0.59244  -0.21505  -0.121
H  0.38507  -1.05551  1.45091  0.995
H  -1.66844  0.86417  0.09676  0.014
H  -0.02882  1.40713  0.55565  -0.142
H  -2.74706  2.34189  2.19672  0.377
H  -1.01919  2.88563  2.13403  -0.152
H  -1.67609  2.23580  3.62337  0.042
C  -1.72803  7.82608  8.41553  -1.497
C  -0.84165  7.46528  7.22691  -0.105
N  0.57985  7.02535  7.60392  0.617
C  1.26412  6.64135  6.29757  -0.772
C  1.46736  8.10664  8.23949  -0.443
C  1.58011  9.47141  7.62520  -1.265
C  0.55071  5.87828  8.54375  -0.977
C  -0.27315  4.65353  8.08501  -0.595
O  0.48771  3.90771  7.12909  -0.163
C  -0.24212  2.94133  6.45085  -0.523
H  -2.04401  7.01328  9.09251  0.321
H  -2.66809  8.19660  7.97953  0.379
H  -1.27704  8.64946  8.98460  0.338
H  -0.72146  8.32473  6.53416  0.554
H  -1.22683  6.66468  6.52902  -0.042
H  1.43897  7.54719  5.70940  0.339
H  0.68840  5.98945  5.63616  -0.022
H  2.22151  6.19331  6.52274  0.407
H  2.42400  7.60569  8.30057  0.389
H  1.08529  8.26583  9.25052  0.532
H  2.27911  9.99664  8.28838  0.428
H  0.67615  10.06702  7.49310  0.282
H  2.12001  9.34967  6.68031  0.343
H  0.11234  6.26935  9.45385  0.515
H  1.59682  5.66469  8.78190  0.545
H  -1.23394  4.97341  7.70073  0.346
H  -0.45991  4.08941  9.01663  0.445
H  -0.89247  3.33279  5.65181  -0.031
H  -0.82955  2.40754  7.22346  0.400
H  0.51835  2.18824  6.15580  0.206
C  2.19347  -11.53021  1.70091  -1.142
C  1.75392  -12.00637  0.33554  -0.347
N  1.30092  -10.94186  -0.69529  0.596
C  2.36526  -9.95996  -0.93221  -2.124
C  0.95019  -11.75716  -1.98947  -0.140
C  2.13602  -12.39956  -2.71873  -1.165
C  0.04441  -10.33878  -0.06745  -0.919
C  -0.31842  -8.91567  -0.57624  0.124
O  -0.53996  -9.00996  -1.94844  -0.323
C  -0.93456  -7.78422  -2.61435  -0.268
H  3.02472  -10.84431  1.55054  0.315
H  2.60247  -12.38752  2.23198  0.442
H  1.39081  -11.11011  2.30836  0.369
H  0.94441  -12.73107  0.37540  0.376
H  2.55565  -12.47396  -0.25262  0.365
H  3.29762  -10.49456  -1.19249  0.512
H  2.56019  -9.35143  -0.04640  0.724
H  2.03168  -9.34047  -1.78200  0.512
H  0.43023  -10.96822  -2.53557  0.233
H  0.19219  -12.48355  -1.72284  0.418
H  2.89495  -11.62871  -2.93606  0.298
H  1.70491  -12.66550  -3.69098  0.423
H  2.58855  -13.31674  -2.32801  0.366
H  0.19879  -10.27545  1.02072  0.353
H  -0.72798  -11.08773  -0.16206  0.292
H  0.48848  -8.18234  -0.32416  -0.019
H  -1.18278  -8.51186  -0.01562  0.355
H  -0.07446  -7.11447  -2.75636  -0.079
H  -1.69684  -7.29109  -2.02889  -0.099
H  -1.33651  -8.06333  -3.57609  0.455
C  5.58957  -5.88521  -4.08279  -1.435
C  4.15540  -5.66062  -3.59366  0.287
N  3.97489  -5.43174  -2.09726  0.956
C  4.52651  -4.15716  -1.67255  -1.586
C  2.43202  -5.38008  -1.73374  0.403
C  1.65696  -4.45352  -2.57274  -0.185
C  4.56175  -6.60799  -1.30147  -0.863
C  4.64800  -6.50785  0.20022  -0.888
O  3.36344  -6.82460  0.75552  0.099
C  3.34221  -6.36812  2.08618  -0.884
H  5.57823  -5.86035  -5.16982  0.487
H  5.98547  -6.85432  -3.78870  0.338
H  6.24512  -5.09400  -3.68741  0.304
H  3.51224  -6.46789  -3.95207  0.423
H  3.79307  -4.73821  -4.05245  -0.351
H  3.93125  -3.78843  -0.83044  0.197
H  4.47985  -3.42562  -2.47502  0.632
H  5.58107  -4.29156  -1.40418  0.502
H  2.42745  -5.03029  -0.70989  0.485
H  2.08948  -6.41071  -1.75732  -0.249
H  2.05135  -3.43376  -2.56791  0.091
H  0.66796  -4.40493  -2.11937  -0.618
H  1.41129  -4.80474  -3.59391  0.143
H  5.59796  -6.79701  -1.59423  0.411
H  3.97394  -7.43225  -1.69852  0.540
H  5.03417  -5.51220  0.50429  0.300
H  5.45859  -7.20773  0.47724  0.601
H  4.23811  -6.75699  2.56108  0.372
H  2.49022  -6.82737  2.59351  0.248
H  3.29926  -5.28880  2.17628  0.180
C  1.67936  -2.03120  -5.18937  0.753
C  0.56639  -2.07841  -6.21365  -0.026
N  0.99669  -2.39952  -7.65095  0.425
C  1.78400  -1.23103  -8.18392  -1.216
C  1.80042  -3.67183  -7.78531  -0.572
C  1.05674  -4.92901  -7.30472  -0.948
C  -0.24320  -2.60270  -8.54592  -0.413
C  -0.82133  -1.35297  -9.23479  -1.325
O  -1.01288  -0.32153  -8.21102  -0.010
C  -1.55727  0.85885  -8.62624  -0.886
H  1.18513  -1.70543  -4.26628  -0.570
H  2.44355  -1.32798  -5.51630  0.415
H  2.15297  -3.00378  -5.00838  -0.393
H  0.01365  -1.14652  -6.36097  0.424
H  -0.09067  -2.92328  -5.91319  -0.416
H  2.76509  -1.18609  -7.71764  0.408
H  1.16856  -0.37260  -7.98353  0.468
H  1.95082  -1.30640  -9.27531  0.340
H  2.63470  -3.36403  -7.14480  0.528
H  2.20978  -3.79515  -8.80733  0.425
H  0.21147  -5.09543  -7.98272  0.332
H  0.66985  -4.82453  -6.29002  0.089
H  1.72693  -5.78858  -7.38644  0.486
H  -0.99850  -3.09806  -7.90392  0.372
H  -0.07602  -3.22251  -9.43766  0.445
H  -1.77835  -1.62861  -9.68283  0.508
H  -0.17965  -0.94089  -10.03265  0.432
H  -1.49458  1.58266  -7.81956  0.183
H  -2.56683  0.79591  -9.05043  0.289
H  -0.89568  1.24712  -9.40375  0.402
C  -1.13990  4.99443  -0.42459  0.337
C  -0.21240  4.98377  -1.62657  0.335
N  0.11932  6.35401  -2.22322  0.136
C  -1.17425  6.93862  -2.70679  -0.697
C  0.72921  7.24603  -1.17113  -0.950
C  1.93891  6.60540  -0.41354  0.083
C  1.00887  6.09603  -3.43296  0.300
C  1.93067  7.26062  -3.79764  -1.126
O  1.09968  8.36334  -4.14029  -0.277
C  1.68104  9.47600  -4.81953  -0.831
H  -1.07017  3.96892  -0.01530  -0.518
H  -2.18040  5.17861  -0.68196  -0.544
H  -0.73336  5.68114  0.31638  0.250
H  -0.61429  4.37275  -2.43868  0.455
H  0.78411  4.59570  -1.41611  -0.187
H  -1.67428  7.39141  -1.84101  0.383
H  -1.79555  6.13945  -3.10549  0.225
H  -1.03453  7.70555  -3.47209  0.260
H  -0.08986  7.53177  -0.51836  0.763
H  1.00516  8.20297  -1.62265  0.549
H  1.58560  5.85334  0.29240  -0.768
H  2.52512  7.37268  0.11515  0.589
H  2.60732  6.08895  -1.11186  0.011
H  0.34084  5.67681  -4.19601  0.606
H  1.68179  5.25539  -3.17072  -0.265
H  2.59484  6.92108  -4.60564  0.626
H  2.59057  7.43255  -2.92744  0.287
H  2.09634  9.11902  -5.76612  0.349
H  2.43794  10.04099  -4.26215  0.304
H  0.83556  10.12768  -5.03501  0.266
C  -4.56868  8.39797  4.96591  -0.746
C  -5.14932  7.12234  4.44471  0.057
N  -5.87455  7.16254  3.08044  0.320
C  -4.93510  7.79807  2.00892  -1.140
C  -6.18315  5.79167  2.50820  -0.901
C  -4.99105  4.91584  2.15080  -0.349
C  -7.10074  8.01759  3.13969  -0.549
C  -8.13444  7.55607  4.17036  -0.797
O  -7.81215  7.87002  5.54719  -0.241
C  -8.84395  7.74786  6.49792  -0.794
H  -4.17707  8.22889  5.97322  -0.066
H  -5.29327  9.22971  4.99556  0.300
H  -3.70775  8.71047  4.34808  0.279
H  -5.97799  6.76937  5.09164  0.535
H  -4.31289  6.34799  4.39848  -0.161
H  -4.93608  8.89048  2.12629  0.412
H  -5.31215  7.47320  1.00344  0.393
H  -3.91712  7.36586  2.16018  0.442
H  -6.76240  6.01958  1.61624  0.459
H  -6.81191  5.27409  3.22810  0.302
H  -4.36215  4.76849  3.04809  0.222
H  -4.44770  5.47225  1.39796  -0.130
H  -5.45457  3.98463  1.81048  0.473
H  -7.55532  8.02826  2.12406  0.538
H  -6.88975  9.03788  3.44101  0.390
H  -8.42474  6.49291  4.08837  0.357
H  -9.07576  8.13058  4.03123  0.586
H  -9.61708  8.51369  6.32449  0.316
H  -8.41065  7.99208  7.46143  0.255
H  -9.35073  6.78057  6.52197  0.320
C  6.93724  1.87674  -2.05666  -1.602
C  5.68408  1.54163  -1.23657  -0.040
N  4.32345  2.15592  -1.69588  1.056
C  4.35890  3.55910  -1.46329  -1.356
C  3.94840  1.82233  -3.17327  -0.147
C  3.99737  0.31097  -3.46871  -1.021
C  3.24187  1.51519  -0.86804  0.363
C  3.15740  1.89378  0.61494  -1.051
O  2.47033  3.17105  0.67822  0.569
C  2.21802  3.57744  2.04827  -0.443
H  6.85820  2.08168  -3.14379  0.257
H  7.70667  1.10294  -1.94766  0.410
H  7.37947  2.78216  -1.63727  0.449
H  5.84636  1.91922  -0.21309  0.120
H  5.60340  0.46163  -1.10845  0.304
H  5.15910  4.01619  -2.04135  0.635
H  4.50829  3.75200  -0.40098  0.274
H  3.39680  3.98951  -1.74000  0.344
H  4.70710  2.31857  -3.77469  0.652
H  2.96655  2.26093  -3.38769  -0.191
H  4.96524  -0.13184  -3.22818  0.421
H  3.86918  0.24680  -4.55545  0.494
H  3.15232  -0.20712  -3.00235  0.088
H  3.39917  0.42812  -0.86884  0.244
H  2.30990  1.83351  -1.32473  -0.431
H  4.15126  2.01225  1.06772  -0.028
H  2.68607  1.09958  1.21957  0.461
H  1.61408  2.84280  2.57979  0.408
H  1.66248  4.52785  1.96626  -0.262
H  3.14702  3.77782  2.59734  -0.070
C  7.73014  4.33924  5.92290  -1.400
C  7.18369  3.55983  4.76922  -0.316
N  6.53042  2.23965  5.25370  0.333
C  7.60968  1.33970  5.76221  -1.000
C  5.57867  2.50979  6.49720  -0.705
C  4.26857  3.31092  6.22348  -1.071
C  5.84724  1.59147  4.06322  -0.612
C  5.47698  0.11067  4.12311  -0.021
O  4.47511  -0.09572  5.09935  -0.184
C  4.11596  -1.46299  5.17312  -0.594
H  8.23012  5.20071  5.44282  0.446
H  8.54327  3.85336  6.48213  0.335
H  6.99439  4.81973  6.57016  0.356
H  7.93751  3.22051  4.05773  0.510
H  6.42514  4.14025  4.25078  0.389
H  8.26255  1.82397  6.48464  0.421
H  8.22432  1.00229  4.92460  0.404
H  7.22742  0.48991  6.31842  0.359
H  6.29042  3.03411  7.14648  0.734
H  5.45579  1.50016  6.90269  0.364
H  3.57357  2.66346  5.71397  0.289
H  4.47908  4.20736  5.64207  0.250
H  3.84860  3.55900  7.19614  0.477
H  6.41804  1.85323  3.17547  0.360
H  4.92055  2.12728  3.92459  -0.048
H  6.32256  -0.58147  4.25655  0.443
H  5.11528  -0.18151  3.12743  -0.150
H  4.92433  -2.15575  5.45543  0.313
H  3.83002  -1.73506  4.16578  0.099
H  3.26823  -1.56137  5.84216  0.269
C  -3.33987  2.76719  -3.20940  -0.385
C  -3.11043  1.91476  -4.38632  -0.107
O  -2.36952  2.29291  -5.22235  -0.508
N  -3.80990  0.62960  -4.63605  0.313
H  -4.60163  0.43180  -3.76139  0.303
H  -4.22844  0.62234  -5.56426  0.405
C  -2.93749  -0.53073  -4.65121  -0.173
H  -2.98936  2.32640  -2.26817  -0.122
H  -4.40850  2.88669  -2.96301  0.637
H  -3.02223  3.79659  -3.39300  0.355
H  -3.47903  -1.47989  -4.53524  0.397
H  -2.34091  -0.40299  -3.72169  -0.372
H  -2.24542  -0.51504  -5.54146  0.000
N  3.74698  -2.01928  1.04388  0.626
O  4.29081  -0.88744  0.79977  -0.589
O  2.76536  -2.32600  0.34576  -0.338
O  4.24708  -2.76390  1.88599  -0.677
N  -1.97615  -4.48091  -4.27748  0.337
O  -1.92118  -4.49117  -5.52167  -0.581
O  -1.20448  -3.77597  -3.59696  0.098
O  -2.73072  -5.24330  -3.65019  -0.672
N  0.62134  1.40161  -3.65373  0.237
O  1.05071  0.86731  -4.63139  -0.412
O  -0.10475  0.75289  -2.86207  0.373
O  0.88626  2.59318  -3.42026  -0.896
N  -5.58701  -0.26038  -1.89445  0.759
O  -5.67157  0.25451  -3.02680  -0.655
O  -6.58726  -0.39362  -1.25614  -0.646
O  -4.46553  -0.70094  -1.47303  -0.392
N  -4.56452  5.61653  -1.50503  0.982
O  -4.19107  5.86813  -2.64718  -0.666
O  -5.23166  6.47478  -0.87201  -0.749
O  -4.34669  4.53141  -0.96913  -0.451
N  -0.91136  6.10057  3.47433  0.960
O  0.31659  6.06189  3.22235  -0.671
O  -1.40374  5.39068  4.37431  -0.634
O  -1.64517  6.83260  2.82123  -0.647

Forces on atoms 1 to 6 (eV/Å):
-0.3 0.0 -0.5
0.1 1.0 -0.3
0.9 -1.1 -0.3
-0.3 0.6 -0.2
0.5 0.9 1.1
0.0 -0.6 -0.7

## Properties
* calculated total energy: -6397.4279 Eh
* total charge: +5
* HOMO energy: -14.01 eV
* gap between HOMO and LUMO: 6.72 eV
* strongest force on any atom: 0.06431 hartree/bohr